C27H21Cl2IrN6O4S2 as an isolated structure. Source: the OMol25 dataset; level of theory: ωB97M-V/def2-TZVPD.

ORCA input file:
```
! wB97M-V def2-TZVPD RIJCOSX def2/J DEFGRID3
* xyz 1 6
H -1.9899 5.2021 -2.2148
C 0.0206 1.6309 -3.9678
C 2.0143 1.5973 2.2217
H 2.6128 -2.9683 1.3399
Cl -0.6252 -5.5350 4.4987
H 4.4615 3.1434 -0.2378
C 0.2549 -2.9767 4.8218
H 3.9250 -1.9648 0.6575
Cl 0.6844 -3.4266 6.4220
H -2.9540 4.2170 -1.0746
C -0.4782 -2.2834 2.2031
C -1.4426 -2.5718 0.0386
H 0.4268 2.3748 -1.9898
C -0.3445 -3.9339 3.9491
H 1.9470 -2.2016 -0.6963
H -4.6550 0.4581 -2.8798
C 0.1384 -1.3167 3.0830
S -1.4592 2.3552 0.6532
C -0.3093 -1.9755 -4.7880
H 2.7868 -1.2754 1.8344
H 0.9163 -0.9778 5.0765
N 0.3923 -0.1307 2.5243
H 0.2248 -1.7319 -2.2011
H -1.1305 -4.3391 2.0216
O 1.0409 1.1620 4.3388
C 2.7241 1.9323 0.0619
S 0.1161 4.3163 1.7801
C -0.7949 3.8912 0.4663
C 0.1749 -0.7810 -2.7168
H -0.3932 0.5368 -5.7782
N 0.3432 0.3207 -1.9913
N -2.1447 -0.4208 -0.8455
H 4.7536 3.5559 2.2094
C 3.9371 2.9478 1.8456
C 3.0413 2.3723 2.7307
H -3.3935 -3.4427 -1.5767
C 0.4866 -1.7009 4.4009
H 3.1145 2.5034 3.8008
C 3.7787 2.7238 0.4862
C -2.9673 0.3304 -1.5715
O -1.3427 -3.7708 -0.1245
C -0.6968 -3.5975 2.6725
N -0.8358 -1.8054 0.9987
C 2.8900 -1.9686 1.0031
C -0.1800 0.4865 -4.7199
C -1.9752 4.3599 -1.5301
H -4.9701 -2.0208 -2.9288
C 1.0784 0.8731 3.1652
C -0.0971 -0.7450 -4.0787
O 2.0124 -1.5101 -0.0306
H -2.7806 1.3975 -1.5602
H -1.6585 3.4514 -2.0423
H -0.0191 2.6107 -4.4207
C -4.1780 -1.5739 -2.3446
C -3.3189 -2.3656 -1.6002
Ir -0.0222 0.1453 0.3359
C 0.2720 1.5018 -2.6128
N 1.8585 1.3854 0.9107
C -4.0044 -0.2003 -2.3228
O -1.0148 4.7234 -0.5214
H 2.5697 1.7134 -0.9866
N -0.4903 -2.9622 -5.3432
C -2.3317 -1.7449 -0.8549
*
```

The energy above the lowest of the compared OMol25 structures with the same formula, charge and spin is 34.5 kJ/mol. The calculation puts the electronic energy at -95015.9009 eV. Its gap between HOMO and LUMO (alpha / beta) is 6.83 / 5.61 eV. The calculation puts the LUMO energy (alpha / beta) at -0.1199 / -0.1994 Ha. Its molar mass is 820.8 g mol⁻¹.

---

C27H21ClN5O6PtS as an isolated structure. Source: the OMol25 dataset; level of theory: ωB97M-V/def2-TZVPD.

ORCA input file:
```
! wB97M-V def2-TZVPD RIJCOSX def2/J DEFGRID3
* xyz -1 1
C 1.4120 -1.2714 -2.6761
O 0.9860 1.7014 -2.3046
H 3.4133 -3.5149 -1.3471
C 0.6228 2.0343 -3.4388
C 2.8892 -3.0381 1.3269
H 0.8632 -0.7160 -3.4195
N -0.5333 2.4248 -0.0008
O -2.1878 2.0451 -1.9448
H 6.0146 -3.4491 2.5793
H 4.5449 -1.7102 1.5896
C -4.5260 -0.2031 -1.0652
C 4.1857 -2.7227 1.7188
H 1.4116 -4.5761 1.1726
H -4.4872 4.1653 -1.1024
C 1.1378 -1.3349 1.5330
C -2.2434 3.4244 1.3409
C 2.7439 -2.7087 -1.6019
N -0.4663 1.5276 -4.0243
C 0.8232 -1.6946 2.8889
Cl -5.8658 0.8263 -0.4322
C 5.3791 -5.9998 3.0011
C 2.3059 -2.3338 -2.8653
O -0.2048 2.5996 2.2731
H -1.5099 0.4307 1.9765
C -0.8919 2.7749 1.2894
H -5.7976 4.8009 0.9176
H 1.6333 2.6726 -5.2221
Pt 0.3714 0.6127 -0.6143
O -2.3770 -0.9816 -0.7376
C 4.5292 -4.9897 2.4291
C 3.2326 -5.3141 2.0354
C 2.0894 -1.8643 -0.6859
C -4.7857 4.4312 1.0225
C 2.4202 -4.3386 1.4854
H 2.8708 -6.3255 2.1619
C -3.2002 -0.1728 -0.2644
C 5.0068 -3.6911 2.2701
C -4.2344 4.2922 2.2939
H -0.8482 -1.0472 4.1561
C -2.7994 3.5748 0.0912
H 0.9138 3.9647 -4.2380
S -1.6048 3.0465 -1.0764
H 2.3987 3.1668 -3.6872
C -0.6420 -0.1946 2.1060
H -0.8005 1.9811 -4.8577
C 1.4561 3.0181 -4.2033
H -4.9048 -1.2196 -1.1126
C 2.0177 -1.9929 0.7186
O -1.0211 4.1829 -1.7562
H -1.1786 1.1795 -3.3813
H -4.3141 0.1509 -2.0710
N 6.0584 -6.8067 3.4584
O -3.0994 0.6355 0.6790
C -0.2949 -1.0039 3.2328
H 1.3636 -2.4212 3.4743
H -4.8260 4.5641 3.1591
C -4.0646 4.0791 -0.1111
H -2.5158 3.6516 3.4487
C -2.9517 3.7887 2.4682
H 2.5735 -2.7748 -3.8118
N 0.2165 -0.3504 1.1302
N 1.2924 -0.9859 -1.3751
*
```

The energy above the lowest of the compared OMol25 structures with the same formula, charge and spin is 75.5 kJ/mol. The calculation puts the electronic energy at -74683.2158 eV. Its gap between HOMO and LUMO is 6.91 eV. The calculation puts the LUMO energy at 0.0668 Ha. Its molar mass is 774.1 g mol⁻¹.

---

C27H21F5O4PPdS as an isolated structure. Source: the OMol25 dataset; level of theory: ωB97M-V/def2-TZVPD.

ORCA input file:
```
! wB97M-V def2-TZVPD RIJCOSX def2/J DEFGRID3
* xyz -1 1
C 1.6362 -4.7316 -1.7426
C -1.2215 1.4447 0.9516
C 2.2243 0.4603 -1.0936
H 1.8304 -5.7432 -2.0767
C -0.8327 2.7577 1.1478
F -2.0302 -0.5234 1.9899
C -1.2783 2.6521 3.4948
C 4.5779 0.9800 -1.2550
H 0.5801 -2.3362 4.2111
C 0.5404 -4.0417 -2.2332
C -1.6469 0.7648 2.0785
H -4.9001 1.2506 0.2236
C 1.1152 -2.1299 -0.8770
H 2.8899 -2.3596 0.3081
F -0.3580 3.4899 0.1246
H 2.8458 2.4430 -3.7662
C 1.3872 -0.3480 4.2476
C 1.7003 0.6884 2.1013
Pd -1.1230 0.5847 -0.8171
H 2.1329 1.6467 3.9640
H 1.9766 1.5573 1.5154
H -0.1255 -4.4848 -2.9606
H -3.6223 0.0787 -2.2835
O -2.1378 -2.0006 -1.3459
H 0.4205 -2.4278 1.7615
H -5.0469 2.7390 -1.8510
C 1.7813 0.7423 3.4836
C 0.8305 -1.5460 2.2381
S -1.2011 -1.9606 -2.4539
C 2.2244 -2.8311 -0.4050
O -0.7911 -0.5649 -2.7756
C 1.2332 -0.4602 1.4639
H 1.4338 -0.2992 5.3281
C -3.8715 0.9462 -1.6492
C 2.4855 -4.1230 -0.8287
H 3.7287 -0.2403 0.2785
C 1.9887 1.2229 -2.2346
H -4.2354 2.2332 -3.3402
H 5.1542 2.2355 -2.8983
C 4.3363 1.7360 -2.3940
F -1.2930 3.2256 4.7095
C 0.9118 -1.4910 3.6218
H -5.6832 1.3649 -2.7840
H 0.9809 1.3156 -2.6172
H 5.5838 0.8861 -0.8649
H -3.9403 -0.2391 0.1524
O -2.7274 1.6591 -1.2887
H -5.4958 -0.1566 -0.6912
O -1.5524 -2.7249 -3.6242
C -4.7709 1.8740 -2.4604
H 3.3512 -4.6507 -0.4486
C 3.0429 1.8528 -2.8804
C -0.8539 3.3670 2.3906
C -4.6038 0.4148 -0.4172
C -1.6788 1.3396 3.3377
C 3.5276 0.3442 -0.6109
C 0.2774 -2.7462 -1.8047
P 0.8213 -0.4150 -0.3081
F -2.0837 0.6389 4.4102
F -0.4459 4.6386 2.5481
*
```

The energy above the lowest of the compared OMol25 structures with the same formula, charge and spin is 0.0 kJ/mol. The calculation puts the electronic energy at -73723.3120 eV. Its gap between HOMO and LUMO is 7.62 eV. The calculation puts the LUMO energy at 0.0926 Ha. Its molar mass is 673.9 g mol⁻¹.

---

C27H21F6FeN10O5S3 as an isolated structure. Source: the OMol25 dataset; level of theory: ωB97M-V/def2-TZVPD.

ORCA input file:
```
! wB97M-V def2-TZVPD RIJCOSX def2/J DEFGRID3
* xyz 1 5
S 0.3511 1.3927 3.4621
H -0.8746 6.7699 -0.3980
H 3.1700 2.6088 2.0921
C 4.6743 -2.3724 0.1440
H -2.5133 3.1769 0.8191
C -3.9650 6.2269 0.4885
H 6.1352 -0.8024 0.2018
O -0.5571 -2.0726 1.7714
C -4.1081 -3.2373 -1.5254
C -1.1725 1.0787 -2.0817
C -3.0181 -3.8576 -0.9380
N -0.0595 0.0661 -3.6738
S 0.0925 4.3630 -0.1019
H -0.5539 -1.9607 -2.2697
C -1.0967 2.2198 4.3280
F -2.4395 1.1342 1.4772
N 4.2903 0.0283 0.7206
C 3.3456 -2.7492 0.2880
H -4.7921 -1.6631 -2.8121
H -5.1069 -3.5963 -1.3171
O 0.6278 -3.3946 -0.7172
C -1.7382 -3.3856 -1.2088
S -0.5775 -0.6551 1.7911
C 2.9120 -3.9714 -0.2167
H -4.9045 6.7418 0.6139
N -1.2759 0.2814 -3.1376
N 4.3580 0.9236 1.7307
C -1.4945 4.9283 0.1492
N 0.0979 1.4154 -1.8977
C 3.8103 -4.8461 -0.8145
N -0.1833 -0.0646 3.1672
O 1.4207 1.3673 4.3925
H -2.2717 -0.7738 -4.5886
F -0.6788 2.7702 5.4508
C 5.2264 -1.0956 0.7270
H 1.7990 0.8338 -3.0869
F -1.5998 3.1704 3.5355
C 3.3136 0.3584 -0.1151
C -2.6251 4.2187 0.5931
C 5.5592 -3.2335 -0.4991
O 0.0914 0.0161 0.6695
H 3.4570 -5.7984 -1.1860
C 0.7392 0.7638 -2.9078
H 2.6306 -2.1033 0.7847
N 2.7116 1.4617 0.3237
N -0.4531 -5.2087 -0.1191
C -2.4453 -0.4863 -3.5528
F -3.0817 -0.6193 2.5765
N 0.8866 -5.3856 0.1734
C -1.5582 -2.3028 -2.0601
H 5.8393 -5.1389 -1.4341
H -2.8507 7.9582 -0.1606
N -1.6878 6.2515 -0.0880
C -2.8636 6.9027 0.0667
C 1.4851 -4.3095 -0.1926
Fe 0.6752 1.9676 0.0962
C 5.1370 -4.4722 -0.9529
O 0.5304 2.2165 2.2686
H 6.5943 -2.9393 -0.6248
H -2.0120 1.3857 -1.4787
F -2.0546 1.3414 4.5901
H 3.0532 -0.2144 -0.9892
H -3.1449 -4.7031 -0.2757
C 3.4021 1.7664 1.4633
H -3.3101 0.1762 -3.5246
H -4.6828 4.2911 1.1079
C -2.6516 -1.6777 -2.6403
H 5.4789 -1.2193 1.7799
C -3.9299 -2.1488 -2.3703
C -0.5638 -4.0375 -0.6398
F -2.8219 -0.7212 0.4329
C -2.3495 -0.2096 1.5628
C -3.8278 4.8544 0.7575
*
```

The calculation puts the electronic energy at -136671.6209 eV. Its gap between HOMO and LUMO (alpha / beta) is 7.80 / 7.73 eV. The calculation puts the LUMO energy (alpha / beta) at -0.1182 / -0.1211 Ha. Its molar mass is 831.6 g mol⁻¹.